59
Properties=species:S:1:pos:R:3:forces:R:3:lowdin_charge:R:1 method="wB97M-V/def2-TZVPD" e_above_lowest_kj_mol=208.58 smiles="O=C1NCCN(Cc2cccc(Oc3ccccc3)c2)[C@@H]1CC(=O)N1CCCCC1" orbital_gap_ha=0.3336 homo_ev=-8.378 mol_weight_g_mol=407.51 spin_multiplicity=1
O 2.76623 1.61401 1.69388 0.125 0.378 0.084 0.06
C 2.26122 0.76422 0.98509 -0.041 0.112 -0.130 -0.49
N 2.26841 -0.53982 1.31718 0.144 -0.357 0.239 0.11
C 1.57143 -1.62020 0.65085 -0.313 -0.302 -0.141 -0.14
C 1.06783 -1.19895 -0.74065 0.257 -0.233 0.088 -0.14
N 0.63552 0.17657 -0.82388 -0.029 0.166 -0.110 -0.11
C -0.70224 0.46764 -0.33677 0.019 0.032 -0.046 -0.12
C -0.92003 0.28348 1.14795 -0.150 0.036 0.116 -0.19
C -0.51317 1.25276 2.05672 -0.109 0.012 -0.042 -0.05
C -0.63773 1.03139 3.41744 0.020 0.045 -0.056 -0.06
C -1.19314 -0.14192 3.88985 -0.178 -0.317 -0.034 0.00
C -1.64074 -1.10137 2.98750 0.249 0.369 -0.158 -0.26
O -2.13354 -2.27147 3.50619 0.080 -0.046 0.176 0.04
C -3.14313 -2.94203 2.86670 -0.377 -0.283 -0.176 -0.26
C -4.15129 -2.29881 2.15655 0.190 0.165 0.177 -0.02
C -5.17187 -3.04206 1.59223 -0.021 -0.058 -0.017 -0.08
C -5.20187 -4.41875 1.73435 -0.110 -0.075 -0.058 -0.10
C -4.20519 -5.05548 2.45529 -0.044 0.006 -0.039 -0.08
C -3.17743 -4.32478 3.01974 0.210 0.285 0.062 -0.01
C -1.49294 -0.88961 1.62183 -0.096 -0.098 0.146 0.00
C 1.66949 1.09034 -0.38448 0.099 0.124 -0.064 -0.22
C 2.85485 1.11384 -1.37746 -0.083 -0.064 -0.072 -0.03
C 2.37069 1.04486 -2.81939 0.189 -0.105 0.455 -0.45
O 2.46043 0.00196 -3.44433 0.124 -0.336 -0.082 0.05
N 1.82227 2.15253 -3.35948 -0.285 0.229 -0.263 -0.05
C 1.77869 3.48017 -2.79426 0.305 0.291 0.158 -0.16
C 2.64093 4.43525 -3.62601 -0.310 0.062 0.010 -0.17
C 2.17196 4.43753 -5.07802 0.299 -0.120 0.001 -0.21
C 2.18699 3.01153 -5.62184 -0.279 0.109 0.097 -0.17
C 1.34229 2.10646 -4.72744 0.124 -0.309 -0.388 -0.14
H 2.65127 -0.74992 2.22964 -0.009 0.205 -0.085 0.15
H 0.73209 -1.93674 1.28237 0.177 -0.025 -0.120 0.10
H 2.25524 -2.47005 0.54848 -0.104 0.048 -0.043 0.12
H 1.86055 -1.32840 -1.48144 -0.058 -0.101 0.036 0.11
H 0.23770 -1.84448 -1.03211 0.047 -0.039 -0.021 0.13
H -0.92278 1.50396 -0.61210 -0.057 -0.064 0.003 0.13
H -1.38523 -0.18222 -0.89160 -0.039 0.086 0.040 0.13
H -0.09212 2.18239 1.70691 0.087 0.113 -0.055 0.11
H -0.30033 1.78292 4.11442 0.035 0.062 0.079 0.11
H -1.29491 -0.33108 4.94676 -0.029 -0.025 0.122 0.12
H -4.13849 -1.22283 2.05871 -0.003 0.042 -0.013 0.12
H -5.95253 -2.53705 1.04273 -0.059 0.042 -0.039 0.10
H -6.00152 -4.99193 1.29054 -0.066 -0.049 -0.036 0.10
H -4.22545 -6.12821 2.57675 0.005 -0.084 0.016 0.10
H -2.39511 -4.80452 3.58715 0.094 -0.041 0.058 0.12
H -1.82333 -1.64935 0.92588 -0.013 -0.041 -0.063 0.13
H 1.23286 2.09176 -0.33227 0.065 -0.093 0.123 0.14
H 3.46803 1.99356 -1.18590 0.019 -0.012 0.068 0.12
H 3.48045 0.23363 -1.22048 -0.009 0.091 -0.102 0.13
H 2.12211 3.47808 -1.76286 -0.077 -0.048 0.007 0.11
H 0.73728 3.82704 -2.80961 0.038 0.010 0.084 0.13
H 2.58109 5.43889 -3.20242 0.046 0.025 0.045 0.11
H 3.68110 4.10620 -3.57958 0.059 0.007 0.062 0.12
H 2.81726 5.07926 -5.68018 -0.062 0.065 -0.018 0.11
H 1.15624 4.83725 -5.13131 -0.051 0.063 -0.029 0.11
H 1.79595 2.98566 -6.63961 0.027 -0.042 -0.050 0.11
H 3.21170 2.63586 -5.64016 0.038 -0.059 -0.043 0.12
H 1.39631 1.06893 -5.05923 -0.104 0.159 0.049 0.12
H 0.29696 2.43612 -4.74258 -0.001 -0.013 -0.007 0.13

---

61
Properties=species:S:1:pos:R:3:forces:R:3:lowdin_charge:R:1 method="wB97M-V/def2-TZVPD" e_above_lowest_kj_mol=125.94 smiles="Cc1ccc(S(=O)(=O)N2CCN([C@H]3CC(=O)N(CCc4ccccc4)C3=O)CC2)cc1C" orbital_gap_ha=0.3430 homo_ev=-8.781 mol_weight_g_mol=455.58 spin_multiplicity=1
C 0.58616 3.09232 2.38413 -0.069 -0.042 -0.012 -0.03
C -0.54081 2.19213 1.98443 -0.113 -0.082 0.022 -0.23
C -0.79138 1.03068 2.70436 -0.125 0.002 -0.093 -0.03
C -1.83215 0.18611 2.36063 -0.032 -0.033 0.136 -0.07
C -2.61905 0.50776 1.27402 -0.545 -0.391 -0.100 -0.27
S -3.93349 -0.60015 0.76159 -0.202 -0.250 -0.175 0.68
O -4.87657 0.15676 -0.00948 0.307 0.170 -0.115 -0.28
O -4.38811 -1.32869 1.90913 0.366 -0.016 0.103 -0.28
N -3.29198 -1.73243 -0.28244 -0.569 0.667 0.659 -0.23
C -2.85971 -1.28618 -1.57948 0.239 0.484 -0.490 -0.16
C -1.37676 -0.90931 -1.57974 -0.205 -0.060 -0.095 -0.14
N -0.58932 -2.05003 -1.12382 0.097 -0.100 -0.074 -0.10
C 0.85042 -1.83111 -1.23177 -0.115 -0.312 -0.015 -0.20
C 1.32347 -1.75109 -2.68262 0.002 -0.021 0.045 -0.01
C 1.71227 -0.30371 -2.89545 -0.116 -0.354 0.026 -0.43
O 2.03197 0.23458 -3.92088 0.124 0.165 -0.244 0.12
N 1.65372 0.32901 -1.66972 0.059 0.435 -0.018 0.05
C 2.08137 1.69541 -1.46329 0.102 0.222 -0.124 -0.10
C 3.61293 1.77623 -1.36880 -0.200 -0.110 0.074 -0.10
C 4.09622 0.83787 -0.29900 0.155 0.143 -0.093 -0.24
C 4.09138 1.22199 1.03504 0.072 -0.036 -0.050 -0.04
C 4.44881 0.32628 2.02551 -0.021 0.044 0.086 -0.08
C 4.81265 -0.96753 1.69409 0.017 -0.097 0.071 -0.09
C 4.82567 -1.35839 0.36679 -0.003 -0.143 0.013 -0.08
C 4.46827 -0.46014 -0.62306 0.027 0.062 -0.017 -0.05
C 1.25179 -0.48292 -0.63457 -0.091 -0.235 0.113 -0.38
O 1.15225 -0.13137 0.51356 0.013 -0.021 0.084 0.13
C -0.98189 -2.42672 0.22965 -0.220 -0.083 0.168 -0.15
C -2.46979 -2.78285 0.25739 0.471 -0.353 0.443 -0.16
C -2.39968 1.66564 0.55526 -0.005 0.129 -0.035 -0.03
C -1.36490 2.52415 0.90183 -0.067 -0.188 -0.001 -0.22
C -1.14967 3.78922 0.12889 -0.012 -0.042 0.061 -0.03
H 0.20186 4.05347 2.72590 0.051 0.107 0.027 0.09
H 1.16813 2.64420 3.18419 0.074 0.010 0.059 0.08
H 1.24712 3.28339 1.54033 0.108 0.058 -0.058 0.07
H -0.15933 0.78238 3.54334 0.080 -0.030 0.091 0.12
H -2.05043 -0.70639 2.92539 0.037 -0.099 0.122 0.12
H -3.48127 -0.43356 -1.85201 0.075 -0.054 -0.214 0.12
H -3.02759 -2.09921 -2.29389 -0.023 0.073 0.036 0.13
H -1.07490 -0.64617 -2.59561 -0.032 0.038 -0.017 0.13
H -1.22890 -0.03066 -0.93114 0.044 -0.067 -0.131 0.11
H 1.34175 -2.63870 -0.68271 0.007 0.146 -0.016 0.16
H 0.55505 -2.06061 -3.38935 0.011 0.043 -0.006 0.13
H 2.20119 -2.37411 -2.85983 0.015 0.044 -0.013 0.13
H 1.62527 2.02165 -0.52579 -0.005 0.027 -0.101 0.11
H 1.71760 2.29812 -2.29878 -0.021 -0.031 0.113 0.13
H 4.03914 1.50481 -2.33591 0.013 0.070 0.006 0.12
H 3.89263 2.80531 -1.13924 0.024 0.016 -0.048 0.12
H 3.80334 2.22945 1.29906 -0.048 0.132 0.029 0.11
H 4.43939 0.63621 3.05995 0.003 0.027 0.094 0.10
H 5.08682 -1.66916 2.46776 0.029 -0.051 0.065 0.10
H 5.11326 -2.36549 0.10097 0.037 -0.078 -0.013 0.10
H 4.48216 -0.76699 -1.66055 0.030 -0.011 -0.119 0.12
H -0.40092 -3.30501 0.52108 0.000 0.034 0.051 0.13
H -0.77493 -1.61636 0.94306 0.028 -0.173 -0.058 0.10
H -2.80805 -2.96397 1.27729 0.115 -0.205 -0.043 0.12
H -2.63716 -3.68335 -0.34358 -0.032 0.048 0.058 0.13
H -3.06018 1.89207 -0.26825 -0.045 0.125 -0.116 0.12
H -1.23564 4.65357 0.78637 0.022 0.130 -0.019 0.09
H -1.88686 3.88295 -0.66374 -0.021 0.053 -0.065 0.08
H -0.15542 3.81205 -0.31649 0.080 0.064 -0.060 0.07

---

61
Properties=species:S:1:pos:R:3:forces:R:3:lowdin_charge:R:1 method="wB97M-V/def2-TZVPD" e_above_lowest_kj_mol=105.89 smiles="CCn1c(COc2ccccc2C)nnc1SCC(=O)N1CCN(c2ccccc2)CC1" orbital_gap_ha=0.2927 homo_ev=-7.391 mol_weight_g_mol=451.60 spin_multiplicity=1
C -3.28276 -2.90444 -2.13522 0.033 0.067 0.217 -0.06
C -2.90893 -2.33273 -0.77130 -0.552 -0.312 -0.181 -0.19
N -1.64887 -1.63980 -0.82606 0.743 0.267 0.097 0.00
C -1.38895 -0.30283 -0.94472 -0.100 0.058 0.086 -0.26
C -2.41982 0.76057 -1.07576 0.089 0.113 -0.385 -0.11
O -3.34494 0.63132 -0.01959 -0.160 0.052 0.262 -0.06
C -4.35158 1.55616 0.08642 -0.245 0.087 0.085 -0.22
C -4.55218 2.60272 -0.80110 0.280 -0.167 -0.104 -0.02
C -5.60933 3.47901 -0.60992 -0.113 0.052 0.060 -0.09
C -6.46472 3.31666 0.46122 -0.065 0.135 -0.082 -0.09
C -6.25934 2.27119 1.34765 0.112 -0.031 -0.077 -0.05
C -5.21341 1.38169 1.17962 0.152 -0.082 -0.050 -0.20
C -4.98687 0.24327 2.12581 0.057 0.022 -0.061 -0.03
N -0.10303 -0.09457 -0.96006 -0.484 1.066 -0.060 0.09
N 0.51809 -1.28179 -0.86518 0.197 -0.805 -0.123 0.04
C -0.40865 -2.20026 -0.77805 -0.055 0.052 -0.111 -0.60
S -0.13075 -3.89931 -0.58700 0.031 -0.470 -0.050 1.00
C 1.61405 -3.78690 -0.08642 -0.457 0.233 -0.139 -0.34
C 1.69952 -2.80088 1.07509 0.277 -0.174 0.138 -0.56
O 0.92136 -2.88981 2.00642 -0.209 -0.128 0.137 0.03
N 2.67317 -1.87111 1.03068 0.327 0.062 0.183 -0.05
C 3.53587 -1.62563 -0.11046 0.212 0.013 -0.364 -0.14
C 4.57306 -0.55208 0.22544 0.159 -0.278 0.031 -0.14
N 3.93634 0.68860 0.59463 -0.127 -0.144 0.010 -0.09
C 4.35735 1.90026 0.09873 0.117 0.175 0.010 -0.23
C 5.68841 2.09354 -0.29276 0.057 -0.120 -0.057 -0.04
C 6.11862 3.31844 -0.76182 -0.002 0.031 -0.043 -0.10
C 5.24755 4.39130 -0.84422 0.028 0.168 -0.054 -0.12
C 3.93228 4.21629 -0.44960 0.084 0.079 -0.033 -0.10
C 3.48709 2.99364 0.01230 -0.122 -0.109 0.077 -0.03
C 2.64744 0.54750 1.23893 -0.141 -0.025 0.106 -0.14
C 2.61368 -0.77998 1.98646 -0.221 0.255 0.245 -0.11
H -3.37005 -2.11113 -2.87478 -0.009 0.040 -0.072 0.08
H -2.52473 -3.61084 -2.46634 0.027 -0.063 -0.096 0.06
H -4.23482 -3.42240 -2.06580 -0.106 -0.077 -0.042 0.08
H -3.66283 -1.62503 -0.42266 0.121 -0.159 0.049 0.11
H -2.80990 -3.14286 -0.04238 -0.063 0.161 0.030 0.12
H -2.93074 0.66032 -2.04734 0.002 0.111 0.155 0.14
H -1.90283 1.72730 -1.04352 -0.061 -0.142 -0.052 0.14
H -3.89436 2.75007 -1.64329 0.073 -0.010 -0.068 0.10
H -5.75556 4.28983 -1.30769 -0.009 0.065 -0.054 0.10
H -7.28731 3.99918 0.61044 -0.068 0.064 0.010 0.10
H -6.92465 2.14277 2.18912 -0.047 -0.033 0.099 0.11
H -5.27246 -0.69937 1.65828 0.017 -0.117 0.035 0.08
H -3.93271 0.17406 2.38628 0.032 -0.081 0.092 0.09
H -5.57446 0.37196 3.03074 -0.033 -0.020 0.055 0.08
H 2.19068 -3.50436 -0.96087 0.095 -0.040 0.086 0.06
H 1.88495 -4.78740 0.25094 0.018 0.050 -0.010 0.09
H 4.06677 -2.54360 -0.37949 -0.012 0.119 -0.044 0.13
H 2.92815 -1.28647 -0.95898 0.113 -0.087 0.031 0.12
H 5.18981 -0.39654 -0.66278 -0.049 -0.057 0.089 0.12
H 5.22556 -0.91588 1.03347 0.043 -0.024 -0.154 0.13
H 6.40102 1.28691 -0.21050 0.042 -0.077 0.036 0.10
H 7.15163 3.43783 -1.05669 0.075 -0.001 -0.011 0.10
H 5.58943 5.34845 -1.20746 0.025 0.078 -0.028 0.09
H 3.23746 5.04200 -0.50947 -0.061 0.049 -0.004 0.10
H 2.45100 2.88417 0.28848 -0.114 -0.046 0.031 0.10
H 1.82064 0.56873 0.51455 0.020 0.093 0.138 0.10
H 2.51573 1.36540 1.95329 -0.051 -0.046 -0.034 0.13
H 3.45278 -0.84605 2.68703 -0.092 0.058 0.022 0.13
H 1.68300 -0.88469 2.54720 0.173 0.053 -0.060 0.13

---

62
Properties=species:S:1:pos:R:3:forces:R:3:lowdin_charge:R:1 method="wB97M-V/def2-TZVPD" e_above_lowest_kj_mol=172.76 smiles="CC[C@@H](Sc1nc2ccccc2c(=O)n1CCN1CCOCC1)C(=O)NCc1cccnc1" orbital_gap_ha=0.3265 homo_ev=-8.578 mol_weight_g_mol=467.59 spin_multiplicity=1
C 1.08634 4.06192 -2.20750 -0.103 0.061 0.144 -0.11
C 0.13963 4.18725 -1.02265 0.195 -0.191 -0.025 -0.27
C -0.65801 2.91599 -0.77011 0.078 -0.301 0.220 -0.44
S 0.49713 1.56414 -0.27828 0.269 0.393 0.078 1.11
C -0.46747 0.12156 -0.53048 -0.579 0.400 -0.435 -0.54
N -1.61750 0.24580 -1.10416 0.326 0.140 -0.198 0.08
C -2.39053 -0.87096 -1.27266 0.151 -0.648 0.117 -0.22
C -3.66723 -0.74314 -1.83110 0.003 -0.114 0.008 -0.02
C -4.46071 -1.85654 -1.98285 -0.022 0.141 0.000 -0.07
C -4.00712 -3.11508 -1.58982 0.042 -0.174 0.063 -0.07
C -2.75193 -3.25550 -1.04335 0.089 0.031 0.008 -0.01
C -1.93424 -2.13703 -0.87670 -0.344 0.218 -0.267 -0.08
C -0.61446 -2.26628 -0.27339 -0.009 0.055 -0.053 -0.38
O -0.10685 -3.30946 0.07641 0.033 -0.174 0.047 0.09
N 0.06717 -1.05188 -0.10300 -0.144 -0.153 -0.097 0.01
C 1.36100 -1.10644 0.54380 0.607 -0.160 0.105 -0.15
C 2.49159 -1.23432 -0.48652 -0.158 0.006 0.110 -0.17
N 3.77777 -1.10341 0.16498 -0.049 -0.049 -0.053 -0.17
C 4.19328 0.28098 0.31451 0.302 -0.018 0.217 -0.17
C 5.47177 0.32620 1.15081 -0.299 0.257 -0.005 -0.19
O 6.50314 -0.42120 0.55024 0.111 0.092 -0.088 -0.13
C 6.10117 -1.75871 0.37354 -0.144 -0.314 -0.240 -0.20
C 4.83798 -1.85530 -0.48334 0.297 0.011 0.216 -0.17
C -1.60947 3.06833 0.41592 -0.260 -0.036 -0.524 -0.56
O -1.34527 3.75140 1.38076 0.241 0.194 0.336 0.06
N -2.75594 2.36525 0.27219 -0.451 0.082 -0.099 0.08
C -3.56488 2.00577 1.42369 0.085 0.134 0.084 -0.11
C -3.21296 0.60006 1.83287 -0.152 -0.184 0.039 -0.19
C -4.07188 -0.47282 1.63395 0.136 0.091 0.147 -0.03
C -3.63655 -1.75187 1.94117 0.033 0.022 0.078 -0.06
C -2.34262 -1.91224 2.41242 -0.370 -0.268 -0.018 -0.15
N -1.51308 -0.89904 2.60078 0.537 -0.073 0.221 0.09
C -1.94152 0.31874 2.32844 -0.234 0.289 -0.020 -0.10
H 0.53630 3.81768 -3.11418 0.009 -0.042 -0.129 0.08
H 1.82196 3.28147 -2.02767 0.103 -0.042 -0.095 0.05
H 1.61230 4.99941 -2.36622 0.077 0.062 -0.067 0.07
H 0.69333 4.43706 -0.11600 -0.099 0.105 0.010 0.11
H -0.57784 4.99184 -1.20189 -0.004 -0.026 0.114 0.13
H -1.17200 2.56836 -1.66693 -0.013 0.069 0.057 0.11
H -4.01007 0.23372 -2.13718 -0.015 0.119 -0.048 0.11
H -5.44708 -1.75524 -2.41129 -0.082 0.014 -0.043 0.11
H -4.64361 -3.97745 -1.71669 -0.040 -0.083 -0.011 0.10
H -2.37214 -4.21569 -0.72909 0.017 -0.103 0.025 0.12
H 1.48950 -0.21204 1.15451 -0.043 -0.114 0.046 0.09
H 1.36200 -1.98431 1.19223 0.009 0.228 -0.040 0.13
H 2.35303 -0.47855 -1.27957 0.036 -0.105 -0.014 0.12
H 2.42282 -2.22388 -0.94432 -0.022 0.054 -0.018 0.13
H 3.40805 0.84651 0.81698 -0.004 0.076 0.012 0.11
H 4.38716 0.74683 -0.66884 -0.052 -0.001 0.043 0.13
H 5.84313 1.34870 1.23573 -0.072 -0.042 0.045 0.13
H 5.25679 -0.07262 2.15324 0.009 0.071 -0.049 0.13
H 6.93605 -2.26903 -0.10969 -0.075 -0.034 0.049 0.12
H 5.90298 -2.22099 1.35191 0.028 -0.007 -0.078 0.13
H 4.53500 -2.90075 -0.56384 0.022 -0.001 -0.041 0.13
H 5.05632 -1.46553 -1.49370 -0.020 -0.052 0.026 0.13
H -2.77481 1.69601 -0.49244 0.237 0.200 0.151 0.09
H -3.32848 2.71942 2.21735 -0.141 -0.066 -0.097 0.13
H -4.62330 2.08332 1.16133 0.067 0.008 0.128 0.12
H -5.06672 -0.30911 1.24328 -0.091 0.022 -0.043 0.12
H -4.28115 -2.60529 1.80103 -0.034 -0.102 -0.015 0.11
H -1.94367 -2.89056 2.64286 -0.048 -0.151 -0.011 0.11
H -1.23360 1.11852 2.50853 0.026 0.181 -0.025 0.12